No. 1
4 unconnected molecules or ions with the total composition C25H18F4NO6, computed with the ωB97M-V functional and the def2-TZVPD basis.

Computed properties:
LUMO level (eV): -5.20
Total energy (eV): -50851.8576
HOMO-LUMO gap (eV): 6.29

```
! wB97M-V def2-TZVPD RIJCOSX def2/J DEFGRID3
* xyz 1 1
F 1.33 -3.90 -0.63
C 0.18 -3.37 -0.16
F 0.49 -2.24 0.54
C -0.50 -4.32 0.84
F -1.00 -5.39 0.20
F -1.55 -3.62 1.35
C 0.40 -4.74 2.00
C 1.71 -5.16 1.82
C 2.48 -5.49 2.91
N 1.95 -5.40 4.14
C 0.68 -5.03 4.35
C -0.12 -4.69 3.29
H -0.48 -3.12 -0.99
H 2.16 -5.23 0.84
H 3.50 -5.81 2.80
H 2.54 -5.63 4.93
H 0.33 -5.00 5.37
H -1.13 -4.37 3.50
C 3.12 -0.83 2.34
C 3.39 -1.82 1.50
C 4.69 -2.53 1.54
O 4.91 -3.47 0.80
C 5.69 -2.09 2.54
C 5.42 -1.09 3.38
C 4.12 -0.38 3.35
O 3.87 0.52 4.12
H 2.17 -0.30 2.33
H 2.69 -2.16 0.76
H 6.63 -2.62 2.55
H 6.14 -0.74 4.12
C -1.00 0.34 -1.48
C -1.54 0.18 -0.27
C -2.54 1.14 0.25
O -3.02 0.99 1.36
C -2.93 2.28 -0.62
C -2.39 2.43 -1.83
C -1.39 1.47 -2.35
O -0.90 1.61 -3.45
H -0.26 -0.34 -1.88
H -1.27 -0.63 0.39
H -3.67 2.96 -0.22
H -2.67 3.25 -2.48
C -2.55 6.38 -5.33
C -3.12 5.66 -4.37
C -4.13 6.25 -3.45
O -4.64 5.59 -2.57
C -4.48 7.68 -3.64
C -3.91 8.40 -4.60
C -2.91 7.81 -5.52
O -2.39 8.47 -6.40
H -1.82 5.97 -6.01
H -2.89 4.62 -4.21
H -5.21 8.08 -2.96
H -4.15 9.44 -4.76
*
```

---

No. 2
A molecular structure, C25H18N4O11S2Ti, computed with the ωB97M-V functional and the def2-TZVPD basis.

Computed properties:
Energy above the lowest of the compared OMol25 structures with the same formula, charge and spin (eV): 0.116
LUMO level (alpha / beta) (eV): 0.97 / 0.97
Total energy (eV): -99490.0281
HOMO-LUMO gap (alpha / beta) (eV): 6.07 / 6.09

```
! wB97M-V def2-TZVPD RIJCOSX def2/J DEFGRID3
* xyz -1 2
Ti -0.02 -0.92 0.32
O -1.89 0.64 -2.99
C -1.62 0.19 -1.90
O -0.48 -0.29 -1.50
C -2.66 0.11 -0.80
C -4.02 0.33 -0.90
C -4.80 0.12 0.23
C -4.21 -0.30 1.42
C -2.84 -0.49 1.43
N -2.12 -0.29 0.34
C -1.99 -1.02 2.57
O -2.49 -1.21 3.67
O -0.77 -1.21 2.20
H -4.44 0.64 -1.85
H -5.87 0.28 0.18
H -4.78 -0.49 2.32
S 2.79 -0.44 -0.86
C 2.40 0.61 0.38
N 1.21 0.64 1.00
C 1.12 1.66 1.94
C -0.01 1.97 2.69
C 0.06 3.03 3.59
C 1.22 3.78 3.73
C 2.35 3.48 2.98
C 2.29 2.42 2.09
S 3.51 1.82 1.00
H -0.91 1.40 2.58
H -0.82 3.28 4.18
H 1.25 4.60 4.44
H 3.26 4.06 3.09
C 0.06 3.92 -2.27
C -1.47 3.94 -2.37
C -1.87 3.56 -0.95
O -0.93 2.57 -0.57
C 0.32 2.83 -1.22
H 0.43 4.88 -1.92
H 0.54 3.69 -3.22
H -1.82 3.17 -3.06
H -1.87 4.91 -2.68
H -2.87 3.13 -0.87
H -1.80 4.43 -0.28
H 0.67 1.89 -1.66
H 1.05 3.16 -0.47
O -0.84 -2.92 -0.18
C 0.23 -3.40 0.28
O 1.14 -2.67 0.74
C 0.42 -4.89 0.28
C -0.61 -5.71 -0.14
C -0.42 -7.08 -0.12
C 0.76 -7.66 0.30
C 1.76 -6.81 0.71
C 1.62 -5.43 0.72
N 3.03 -7.40 1.18
O 3.14 -8.61 1.13
O 3.89 -6.64 1.57
N -1.51 -7.97 -0.56
O -1.31 -9.17 -0.54
O -2.55 -7.45 -0.93
H -1.55 -5.29 -0.48
H 0.89 -8.73 0.31
H 2.41 -4.78 1.05
*
```

---

No. 3
A molecular structure, C25H19ClHfN5OSSbSe4, computed with the ωB97M-V functional and the def2-TZVPD basis.

Computed properties:
Energy above the lowest of the compared OMol25 structures with the same formula, charge and spin (eV): 1.953
LUMO level (eV): -1.75
Total energy (eV): -328322.8750
HOMO-LUMO gap (eV): 4.67

```
! wB97M-V def2-TZVPD RIJCOSX def2/J DEFGRID3
* xyz 0 1
Hf 0.40 -0.76 -0.12
Cl 2.21 0.59 6.49
C 1.93 -0.18 4.97
C 1.14 -1.34 4.91
C 0.92 -1.98 3.71
C 1.40 -1.45 2.51
O 1.11 -2.04 1.36
C 2.21 -0.27 2.58
C 2.79 0.35 1.43
N 2.40 0.11 0.21
C 2.99 0.57 -0.96
C 3.81 1.66 -1.09
C 4.36 2.00 -2.34
C 4.10 1.26 -3.45
C 3.25 0.14 -3.36
C 2.94 -0.69 -4.46
C 2.10 -1.76 -4.30
C 1.54 -1.99 -3.04
N 1.81 -1.24 -1.99
C 2.67 -0.19 -2.11
C 2.48 0.33 3.83
H 0.69 -1.72 5.81
H 0.29 -2.85 3.66
H 3.58 1.08 1.62
H 4.04 2.27 -0.23
H 5.00 2.87 -2.40
H 4.53 1.51 -4.41
H 3.37 -0.46 -5.43
H 1.84 -2.40 -5.13
H 0.84 -2.80 -2.89
H 3.08 1.23 3.87
C -2.35 3.06 -3.02
N -2.91 1.99 -2.22
C -4.22 1.96 -1.77
C -4.36 0.86 -1.02
N -3.14 0.19 -1.02
C -2.25 0.90 -1.78
S -0.67 0.53 -2.29
C -2.92 -0.94 -0.19
C -3.72 -1.08 0.93
C -3.52 -2.17 1.76
C -2.55 -3.10 1.43
C -1.79 -2.86 0.31
N -1.94 -1.79 -0.50
H -2.62 2.94 -4.06
H -1.27 3.05 -2.91
H -2.73 4.01 -2.64
H -4.91 2.75 -1.99
H -5.21 0.49 -0.48
H -4.39 -0.28 1.24
H -4.10 -2.25 2.67
H -2.35 -3.96 2.05
H -0.98 -3.53 0.05
Se -4.21 2.36 2.15
Sb -2.42 1.63 3.58
Se -0.77 0.75 1.35
Se -0.85 3.16 4.50
Se -2.71 -0.52 4.61
*
```

---

No. 4
A molecular structure, C25H19CoF3N4O7PS, computed with the ωB97M-V functional and the def2-TZVPD basis.

Computed properties:
Energy above the lowest of the compared OMol25 structures with the same formula, charge and spin (eV): 0.344
LUMO level (alpha / beta) (eV): -1.24 / -1.45
Total energy (eV): -112424.0416
HOMO-LUMO gap (alpha / beta) (eV): 7.42 / 7.89

```
! wB97M-V def2-TZVPD RIJCOSX def2/J DEFGRID3
* xyz 0 5
Co 9.20 9.04 10.67
O 7.73 9.93 13.00
N 9.07 9.79 12.54
C 9.93 10.13 13.43
C 11.40 10.06 13.35
C 12.01 10.44 14.56
C 13.39 10.31 14.69
C 14.21 9.85 13.69
C 13.61 9.52 12.46
C 12.24 9.62 12.32
P 11.57 9.47 10.67
C 11.99 11.08 9.95
C 11.64 11.23 8.59
C 11.77 12.44 7.97
C 12.34 13.50 8.67
C 12.67 13.35 10.02
C 12.43 12.16 10.70
C 12.57 8.17 9.97
C 12.23 6.95 10.46
C 12.99 5.84 10.07
C 14.06 5.96 9.21
C 14.39 7.25 8.76
C 13.67 8.39 9.09
H 7.28 9.10 12.64
H 9.55 10.47 14.32
H 11.41 10.81 15.39
H 13.79 10.54 15.67
H 15.26 9.85 13.78
H 14.23 9.20 11.65
H 11.13 10.41 8.03
H 11.50 12.57 6.92
H 12.52 14.46 8.16
H 13.14 14.18 10.54
H 12.76 12.04 11.69
H 11.40 6.73 11.18
H 12.75 4.90 10.51
H 14.61 5.09 8.98
H 15.29 7.36 8.17
H 13.93 9.37 8.75
F 5.87 6.21 9.93
C 6.83 5.35 10.31
F 6.53 4.89 11.51
F 6.77 4.34 9.44
S 8.50 6.14 10.26
O 8.79 6.31 8.88
O 9.40 5.37 11.09
O 8.19 7.43 10.97
C 7.01 13.27 8.15
O 6.52 12.91 9.51
C 7.46 12.54 10.36
O 8.62 12.38 10.29
H 6.36 12.81 7.42
H 8.00 12.87 8.07
H 7.00 14.35 8.08
O 8.68 9.68 8.93
N 7.58 9.23 8.32
C 7.59 9.61 7.08
C 6.53 9.30 6.23
N 5.69 8.94 5.53
C 8.63 10.40 6.42
N 9.36 11.25 6.09
*
```

---

No. 5
A molecular structure, C25H19F10N3O5Ru, computed with the ωB97M-V functional and the def2-TZVPD basis.

Computed properties:
Energy above the lowest of the compared OMol25 structures with the same formula, charge and spin (eV): 3.416
LUMO level (alpha / beta) (eV): 0.52 / 1.50
Total energy (eV): -70695.0881
HOMO-LUMO gap (alpha / beta) (eV): 5.67 / 6.71

```
! wB97M-V def2-TZVPD RIJCOSX def2/J DEFGRID3
* xyz -1 2
Ru 0.18 -0.03 -0.69
O -2.69 3.38 0.15
C -1.95 2.43 0.35
O -0.94 2.09 -0.30
C -2.28 1.56 1.65
C -1.00 1.05 2.32
C -1.35 0.56 3.74
C -2.07 -0.77 3.42
C -1.99 -0.77 1.88
O -0.73 -0.17 1.64
C -2.99 0.25 1.33
C -3.20 0.06 -0.25
O -4.31 0.35 -0.66
O -2.22 -0.40 -0.86
H -2.88 2.22 2.29
H -0.15 1.73 2.26
H -0.44 0.40 4.32
H -1.98 1.27 4.28
H -1.52 -1.61 3.83
H -3.09 -0.80 3.78
H -2.03 -1.76 1.41
H -3.98 0.18 1.77
C 1.76 -0.01 -3.98
N 0.68 0.42 -3.12
C 0.70 1.86 -2.93
C 1.84 2.30 -2.00
N 1.88 1.47 -0.82
C 2.42 1.89 0.31
C 2.39 1.03 1.45
F 1.84 -0.20 1.30
C 2.86 1.38 2.70
F 2.75 0.52 3.72
C 3.45 2.63 2.90
F 3.91 2.99 4.12
C 3.56 3.48 1.82
F 4.14 4.69 1.98
C 3.08 3.13 0.57
F 3.29 4.03 -0.42
C -0.60 -0.15 -3.52
C -0.69 -1.65 -3.15
N 0.07 -1.88 -1.95
C -0.15 -2.87 -1.10
C -1.19 -3.85 -1.08
F -2.12 -3.90 -2.05
C -1.29 -4.79 -0.06
F -2.32 -5.66 -0.06
C -0.35 -4.86 0.96
F -0.47 -5.78 1.95
C 0.73 -3.98 0.94
F 1.68 -4.08 1.88
C 0.83 -3.05 -0.06
F 1.91 -2.23 -0.13
H 1.61 0.37 -5.00
H 1.80 -1.10 -4.02
H 2.71 0.35 -3.61
H -0.24 2.17 -2.45
H 0.80 2.39 -3.89
H 1.66 3.35 -1.75
H 2.81 2.24 -2.52
H -0.76 -0.04 -4.61
H -1.40 0.37 -2.99
H -0.27 -2.27 -3.95
H -1.75 -1.90 -3.03
*
```

---

No. 6
A molecular structure, C25H19F3MnN5, computed with the ωB97M-V functional and the def2-TZVPD basis.

Computed properties:
LUMO level (alpha / beta) (eV): -2.65 / -2.65
Total energy (eV): -73150.4052
HOMO-LUMO gap (alpha / beta) (eV): 7.78 / 7.77

```
! wB97M-V def2-TZVPD RIJCOSX def2/J DEFGRID3
* xyz 1 2
Mn 1.66 -0.16 -0.29
C 4.36 0.57 -1.35
N 3.72 -0.63 -0.77
C 4.38 -1.17 0.44
C 3.32 -1.61 1.40
N 2.15 -1.00 1.42
C 1.41 -1.62 2.43
C 0.10 -1.40 2.85
C -0.36 -2.19 3.88
C 0.45 -3.18 4.48
C 1.74 -3.41 4.05
C 2.19 -2.61 3.01
N 3.41 -2.57 2.32
C 3.29 1.52 -1.77
N 2.15 1.57 -1.11
C 1.38 2.56 -1.72
C 0.09 3.00 -1.46
C -0.41 4.00 -2.26
C 0.35 4.55 -3.31
C 1.63 4.12 -3.58
C 2.12 3.11 -2.77
N 3.33 2.42 -2.77
H 5.03 0.34 -2.18
H 4.97 1.04 -0.57
H 3.66 -1.36 -1.48
H 4.96 -0.37 0.90
H 5.07 -1.99 0.22
H -0.52 -0.65 2.38
H -1.37 -2.06 4.25
H 0.04 -3.77 5.28
H 2.36 -4.17 4.51
H 4.21 -3.16 2.49
H -0.49 2.55 -0.66
H -1.41 4.37 -2.09
H -0.09 5.33 -3.91
H 2.21 4.55 -4.39
H 4.11 2.57 -3.39
F -7.76 0.55 0.01
C -7.20 -0.65 -0.19
F -7.62 -1.46 0.80
F -7.70 -1.14 -1.33
C -5.70 -0.58 -0.23
C -5.03 0.64 -0.16
C -3.65 0.67 -0.23
C -2.92 -0.51 -0.35
C -3.60 -1.73 -0.41
C -4.98 -1.76 -0.35
C -1.49 -0.48 -0.40
C -0.27 -0.48 -0.51
H -5.60 1.56 -0.07
H -3.13 1.62 -0.18
H -3.04 -2.65 -0.50
H -5.51 -2.71 -0.39
*
```